# 1
2
Properties=species:S:1:pos:R:3 method="wB97M-V/def2-TZVPD" spin_multiplicity=1 e_homo_ev=-12.487 orbital_gap_ev=13.57 e_tot_ha=-1.10445 e_above_lowest_kj_mol=148.2 fmax_ha_per_bohr=0.0971 total_charge=0
H 0.361 0.063 0.450
H -0.361 -0.063 -0.450

---

# 2
2
Properties=species:S:1:pos:R:3 method="wB97M-V/def2-TZVPD" spin_multiplicity=1 e_homo_ev=-13.668 orbital_gap_ev=15.87 e_tot_ha=-1.15005 e_above_lowest_kj_mol=28.4 fmax_ha_per_bohr=0.0676 total_charge=0
H -0.171 -0.192 0.362
H 0.171 0.192 -0.362

---

# 3
2
Properties=species:S:1:pos:R:3 method="wB97M-V/def2-TZVPD" spin_multiplicity=1 e_homo_ev=-10.023 orbital_gap_ev=7.18 e_tot_ha=-0.95021 e_above_lowest_kj_mol=553.1 fmax_ha_per_bohr=0.0483 total_charge=0
H 0.000 0.000 1.130
H 0.000 0.000 -1.130

---

# 4
32
Properties=species:S:1:pos:R:3 method="wB97M-V/def2-TZVPD" spin_multiplicity=1 e_homo_ev=-10.305 orbital_gap_ev=10.07 e_tot_ha=-896.22538 e_above_lowest_kj_mol=29.0 fmax_ha_per_bohr=0.0225 total_charge=0
He -12.625 -13.585 8.685
Ne -13.284 -10.169 10.586
O -11.855 -12.523 11.832
H -11.627 -13.452 11.828
H -12.766 -12.501 12.123
O -15.185 -17.022 8.208
H -15.224 -16.075 8.336
H -16.097 -17.286 8.085
O -9.927 -16.278 10.183
H -10.277 -17.157 10.039
H -10.529 -15.880 10.811
O -10.977 -12.185 7.433
H -10.612 -12.885 7.974
H -10.375 -12.115 6.693
O -15.324 -13.568 8.156
H -14.595 -13.657 7.541
H -15.624 -12.666 8.042
O -13.300 -13.649 6.157
H -12.651 -13.164 6.667
H -12.782 -14.212 5.582
O -10.518 -10.300 10.764
H -10.619 -10.169 9.822
H -11.020 -11.093 10.951
O -9.451 -14.290 8.356
H -9.671 -14.977 7.727
H -9.659 -14.670 9.209
O -13.698 -9.543 7.218
H -13.782 -10.373 6.749
H -14.599 -9.279 7.402
O -14.155 -11.252 5.198
H -14.025 -12.197 5.279
H -15.077 -11.155 4.961

---

# 5
31
Properties=species:S:1:pos:R:3 method="wB97M-V/def2-TZVPD" spin_multiplicity=1 e_homo_ev=-10.130 orbital_gap_ev=10.15 e_tot_ha=-3518.01571 e_above_lowest_kj_mol=29.7 fmax_ha_per_bohr=0.0226 total_charge=0
Kr 12.348 9.331 0.288
O 13.768 7.041 -1.822
H 13.984 7.398 -0.961
H 13.071 7.610 -2.150
O 12.510 11.461 3.282
H 12.310 12.166 3.898
H 11.670 11.029 3.131
O 9.856 6.847 -1.397
H 10.319 7.602 -1.760
H 8.987 7.182 -1.176
O 12.769 7.820 4.317
H 12.908 7.250 3.561
H 13.419 8.516 4.216
O 12.385 12.966 0.986
H 12.432 12.428 1.776
H 13.012 13.673 1.139
O 11.526 8.572 -3.005
H 11.443 9.524 -3.050
H 11.502 8.286 -3.919
O 15.042 7.972 0.457
H 15.168 8.857 0.800
H 14.965 7.421 1.236
O 13.793 6.178 2.379
H 13.187 6.065 1.647
H 14.298 5.365 2.401
O 10.024 10.075 2.615
H 9.666 9.191 2.696
H 9.396 10.538 2.060
O 11.908 5.484 0.340
H 11.276 4.998 0.869
H 11.372 6.057 -0.208

---

# 6
33
Properties=species:S:1:pos:R:3 method="wB97M-V/def2-TZVPD" spin_multiplicity=1 e_homo_ev=-10.313 orbital_gap_ev=9.32 e_tot_ha=-948.93159 e_above_lowest_kj_mol=112.9 fmax_ha_per_bohr=0.1819 total_charge=0
N 17.720 -21.838 41.401
H 17.998 -22.693 40.907
H 17.509 -21.022 40.862
H 18.534 -21.508 42.108
H 17.068 -22.099 42.203
N 18.795 -19.040 44.028
O 18.918 -17.896 44.490
O 18.329 -19.967 44.680
O 18.992 -19.172 42.767
O 16.101 -18.972 41.657
H 15.572 -18.508 42.352
H 16.871 -18.411 41.792
O 17.072 -17.764 46.426
H 16.904 -16.808 46.454
H 17.533 -17.858 45.600
O 18.774 -17.180 40.439
H 19.297 -17.840 40.930
H 18.958 -16.277 40.490
O 18.662 -22.825 45.036
H 19.517 -23.281 44.879
H 18.966 -22.057 44.837
O 20.796 -16.298 42.986
H 21.552 -16.967 43.158
H 20.182 -16.541 43.654
O 21.171 -18.817 41.098
H 20.452 -19.102 41.761
H 21.873 -18.495 41.703
O 19.714 -17.423 47.484
H 20.197 -18.131 47.257
H 18.709 -17.573 47.397
O 15.512 -20.631 45.105
H 15.327 -19.597 44.949
H 16.457 -20.435 45.274